Density functional theory data (the ωB97M-V functional and the def2-TZVPD basis) for a cluster of 2 separate species, C4H14N in total in a non-equilibrium geometry.

Geometry as XYZ:
```
19
Properties=species:S:1:pos:R:3
C 0.1717 1.8926 -0.1232
C 1.6579 1.6654 -0.2475
N -0.5527 0.9874 0.9047
H 0.2213 2.9395 0.1792
H -0.2998 1.7760 -1.2452
H 1.9776 1.1671 -1.1276
H 2.0196 1.2585 0.7533
H -1.5083 0.8300 0.7318
H -0.1633 -0.0114 0.8711
H -0.4208 1.3791 1.7492
H 2.1570 2.6566 -0.2807
C -0.1219 -2.3208 0.2667
C -1.1204 -2.1686 -0.9117
H -0.5233 -2.8274 1.1574
H 0.6405 -2.9456 -0.1115
H 0.3141 -1.2946 0.6392
H -1.9652 -1.4287 -0.5256
H -0.6298 -1.7484 -1.7194
H -1.4749 -3.0737 -1.3096
```

Orbital gap, eV: 12.30
ΔE to the lowest compared entry with this formula, charge and spin, kJ/mol: 188.6
Molar mass, g/mol: 76.2
Strongest force on any atom, eV Å⁻¹: 5.3
Charge: +1
E_LUMO, Ha: -0.1252
Electronic energy, a.u.: -215.2371